[1]
{
  "formula": "C19H18N2O3S2",
  "method": "wB97M-V/def2-TZVPD",
  "symbols": ["H", "S", "C", "C", "C", "H", "H", "C", "H", "C", "H", "C", "C", "H", "H", "N", "C", "H", "C", "O", "O", "C", "H", "C", "H", "S", "C", "H", "H", "H", "H", "C", "C", "C", "H", "C", "O", "C", "C", "C", "H", "N", "H", "H"],
  "xyz": [[-2.323, 4.199, 5.375], [0.503, -1.485, -5.784], [2.082, -3.092, -4.559], [-0.215, 0.900, -1.757], [2.089, -2.019, -5.394], [2.935, -1.509, -5.808], [-0.971, 4.445, 6.476], [-0.272, 1.579, 5.546], [-0.604, 4.244, 3.513], [0.774, -3.497, -4.213], [0.301, -0.668, 1.632], [-1.059, 0.467, -2.759], [0.548, 0.796, 4.752], [0.869, -0.174, 5.107], [-1.428, 1.161, -3.499], [-2.262, -1.337, -3.841], [0.967, 1.249, 3.510], [2.971, -3.576, -4.200], [-1.573, 3.686, 5.975], [1.992, 1.427, 0.013], [-2.220, -3.885, -3.705], [-0.175, -2.724, -4.806], [-0.586, 1.213, 6.513], [-0.114, -1.325, -0.866], [-1.247, -2.802, -1.933], [-1.931, -2.803, -4.590], [0.541, 2.498, 3.073], [-2.570, -0.642, -4.504], [2.663, 0.992, 2.219], [0.269, -2.038, -0.150], [0.862, 2.856, 2.106], [-0.700, 2.827, 5.113], [1.192, 0.540, 0.245], [0.262, 0.013, -0.796], [0.096, 1.932, -1.708], [1.830, 0.402, 2.611], [-2.591, -2.734, -5.855], [-0.282, 3.275, 3.865], [-1.432, -0.873, -2.824], [-0.950, -1.768, -1.871], [-2.075, 3.094, 6.737], [1.086, -0.061, 1.455], [2.220, -0.464, 3.153], [0.531, -4.319, -3.567]],
  "forces_ev_per_a": [[-0.08, 0.05, 0.02], [0.31, -0.22, 0.10], [0.07, 0.07, -0.08], [0.06, -0.06, 0.14], [-0.42, 0.13, -0.04], [0.19, 0.10, -0.09], [-0.04, 0.07, 0.07], [-0.09, 0.10, 0.02], [-0.04, 0.11, -0.04], [-0.30, -0.05, -0.02], [-0.01, 0.10, -0.11], [-0.12, -0.17, -0.06], [0.13, 0.01, -0.13], [0.05, -0.10, 0.02], [-0.02, 0.09, -0.10], [-0.27, -0.67, -0.61], [0.07, -0.10, 0.07], [0.17, -0.06, 0.04], [0.06, 0.04, 0.02], [0.07, 0.31, -0.07], [0.20, 0.09, 0.20], [-0.54, 0.11, -0.18], [-0.05, -0.02, 0.09], [0.06, 0.23, -0.01], [0.00, -0.09, 0.12], [0.24, 0.24, -0.14], [0.01, 0.02, 0.03], [-0.05, -0.04, -0.18], [-0.05, -0.16, 0.11], [0.04, -0.07, 0.07], [0.05, 0.05, -0.14], [-0.02, -0.09, 0.04], [-0.08, -0.27, 0.00], [-0.08, -0.01, -0.25], [0.04, 0.09, -0.01], [0.11, 0.07, -0.01], [0.05, 0.28, -0.08], [0.02, -0.06, -0.01], [0.46, 0.06, 0.75], [-0.10, 0.10, 0.03], [-0.06, 0.01, 0.06], [0.00, -0.27, 0.20], [0.02, 0.13, -0.03], [-0.06, -0.15, 0.16]],
  "total_energy_ev": -50788.5641,
  "relative_energy_kj_mol": 163.7,
  "fmax_ev_per_a": 0.94,
  "e_homo_ev": -8.9
}

***

[2]
{
  "formula": "C19H18N2O4",
  "method": "wB97M-V/def2-TZVPD",
  "symbols": ["O", "C", "C", "H", "H", "N", "C", "H", "C", "C", "C", "C", "C", "C", "N", "C", "C", "O", "H", "H", "H", "H", "H", "H", "H", "H", "H", "H", "H", "H", "H", "H", "C", "C", "C", "C", "H", "C", "O", "C", "C", "O", "C"],
  "xyz": [[0.778, -1.523, -1.190], [-1.773, 1.354, -0.031], [2.881, 0.504, 0.528], [1.113, -0.993, -3.152], [-0.148, -0.107, -2.260], [2.739, 0.035, -0.745], [3.215, -1.296, -1.049], [-5.364, 0.012, -0.564], [2.088, 1.911, 2.448], [-0.408, 1.871, 0.143], [-2.746, -2.527, 1.240], [-4.028, 1.653, -0.826], [-2.731, 2.140, -0.638], [-1.454, -2.031, 1.435], [0.498, 1.040, 0.778], [1.991, -2.238, -1.031], [1.899, 0.545, -1.803], [-0.068, 2.965, -0.271], [2.080, -3.000, -1.820], [-4.706, -2.137, 0.492], [-4.765, 2.283, -1.301], [1.948, 2.458, 0.372], [3.940, -1.585, -0.289], [3.697, -1.288, -2.032], [1.354, 2.645, 2.774], [2.545, 0.755, -2.667], [1.896, -2.726, -0.060], [3.086, 2.323, 2.562], [1.424, 1.478, -1.517], [2.016, 1.017, 3.062], [-0.694, -2.634, 1.908], [-2.983, -3.528, 1.568], [1.859, 1.554, 0.984], [-4.363, 0.389, -0.416], [-1.128, -0.756, 1.024], [-2.098, 0.053, 0.402], [-2.459, 3.133, -0.964], [0.238, -0.250, 1.232], [1.101, -0.901, 1.776], [-3.410, -0.445, 0.207], [0.855, -0.534, -2.186], [3.789, 0.135, 1.236], [-3.706, -1.754, 0.641]],
  "forces_ev_per_a": [[-0.11, 0.00, 0.01], [-0.55, 0.16, -0.24], [0.13, 0.38, -0.24], [-0.06, 0.07, 0.05], [0.07, 0.01, -0.09], [0.07, -0.20, -0.26], [-0.01, -0.09, 0.11], [-0.10, -0.02, -0.02], [0.01, -0.05, -0.19], [-0.05, 0.33, -0.19], [-0.32, -0.01, -0.09], [-0.27, -0.21, 0.00], [0.53, -0.13, 0.22], [0.33, 0.51, -0.08], [0.43, 0.17, -0.02], [0.11, -0.17, 0.01], [-0.07, 0.05, -0.05], [-0.09, -0.07, 0.07], [-0.01, 0.04, 0.09], [-0.09, -0.05, 0.00], [-0.07, 0.02, -0.03], [-0.05, -0.28, 0.07], [-0.01, -0.02, -0.16], [0.02, 0.00, 0.06], [-0.05, 0.09, -0.02], [-0.13, 0.04, 0.07], [0.08, -0.01, -0.08], [0.05, 0.04, 0.06], [0.06, 0.02, 0.00], [0.03, 0.01, 0.04], [0.08, -0.03, 0.03], [-0.04, -0.07, 0.02], [0.28, 0.07, 0.40], [0.03, 0.18, -0.06], [-0.38, -0.50, 0.14], [-0.16, -0.08, 0.00], [0.05, 0.06, -0.01], [-0.17, -0.28, 0.12], [-0.06, 0.06, 0.02], [0.28, 0.09, 0.05], [-0.02, 0.00, -0.17], [0.10, 0.01, 0.31], [0.10, -0.12, 0.07]],
  "total_energy_ev": -31166.8486,
  "relative_energy_kj_mol": 0.7,
  "fmax_ev_per_a": 0.64,
  "e_homo_ev": -8.8
}

***

[3]
{
  "formula": "C19H18N2O6",
  "method": "wB97M-V/def2-TZVPD",
  "symbols": ["N", "H", "C", "C", "C", "O", "C", "C", "H", "C", "H", "C", "H", "O", "H", "H", "C", "C", "C", "C", "H", "O", "H", "H", "H", "H", "C", "N", "C", "O", "C", "H", "C", "H", "H", "H", "H", "C", "H", "C", "O", "H", "C", "C", "O"],
  "xyz": [[-2.071, -0.792, 0.423], [4.867, -1.718, 0.570], [0.214, -1.307, 0.308], [5.059, -1.115, -0.325], [2.560, -1.148, -0.087], [2.698, -2.043, 0.724], [-3.437, -0.630, 0.060], [3.740, -0.502, -0.792], [1.940, 2.652, 0.537], [-1.579, -0.422, 1.669], [0.334, 0.094, -2.067], [-1.107, -1.246, -0.450], [-0.156, 4.105, 1.437], [7.282, -0.592, 0.241], [0.488, -2.365, 0.422], [-6.531, -1.292, 1.222], [-0.093, -0.689, 1.675], [0.906, 2.511, 0.294], [-5.097, 0.149, -1.475], [-3.765, -0.002, -1.133], [7.915, 0.095, 0.503], [5.848, 1.113, 0.165], [-4.161, -1.580, 1.837], [-5.356, 0.634, -2.404], [3.759, 0.564, -0.546], [-7.131, -0.189, -0.902], [-0.192, 3.274, 0.765], [1.320, -0.685, -0.403], [-4.429, -1.098, 0.910], [-2.242, 0.038, 2.557], [1.020, 0.434, -1.284], [1.938, 0.780, -1.752], [-1.297, 2.733, 0.188], [0.441, 0.251, 1.827], [-2.338, 2.977, 0.256], [5.500, -1.781, -1.066], [-2.985, 0.361, -1.782], [0.384, 1.562, -0.536], [0.168, -1.345, 2.505], [-6.093, -0.313, -0.631], [-0.961, 1.698, -0.599], [3.623, -0.611, -1.871], [-5.757, -0.932, 0.561], [6.070, -0.063, 0.044], [-1.293, -1.567, -1.593]],
  "forces_ev_per_a": [[-0.51, -0.13, -0.10], [0.11, 0.02, -0.12], [0.32, -0.19, 0.21], [-0.14, 0.09, 0.06], [0.00, 0.21, -0.36], [0.09, -0.23, 0.30], [-0.27, 0.01, -0.06], [0.27, -0.15, 0.25], [0.27, -0.03, 0.02], [0.41, 0.10, 0.26], [0.18, 0.08, 0.01], [0.30, -0.17, 0.00], [-0.08, 0.19, 0.14], [0.47, -0.42, 0.06], [-0.21, 0.23, -0.04], [-0.06, -0.03, 0.06], [0.09, -0.07, 0.10], [-0.19, -0.45, -0.50], [-0.04, 0.02, -0.01], [0.10, 0.01, 0.06], [-0.31, 0.08, -0.06], [-0.03, 0.17, 0.06], [0.03, -0.02, 0.07], [-0.02, 0.03, -0.08], [-0.05, -0.04, -0.15], [-0.09, 0.01, -0.02], [-0.48, -0.13, -0.14], [-0.39, -0.24, -0.14], [0.09, -0.01, -0.05], [-0.09, 0.02, 0.12], [-0.19, 0.13, -0.04], [-0.10, -0.03, 0.02], [0.16, 0.65, 0.58], [-0.10, -0.03, -0.02], [-0.19, -0.05, -0.05], [0.00, -0.02, 0.04], [0.06, 0.00, -0.04], [0.88, 0.42, 0.18], [-0.06, 0.01, -0.02], [-0.06, 0.02, -0.02], [-0.07, -0.31, -0.37], [-0.04, 0.11, -0.01], [-0.01, -0.02, 0.02], [-0.09, 0.18, -0.10], [0.04, -0.02, -0.13]],
  "total_energy_ev": -35261.7552,
  "relative_energy_kj_mol": 126.3,
  "fmax_ev_per_a": 0.99,
  "e_homo_ev": -9.0
}

***

[4]
{
  "formula": "C19H18N2O6",
  "method": "wB97M-V/def2-TZVPD",
  "symbols": ["C", "H", "H", "C", "C", "C", "H", "H", "C", "C", "O", "C", "C", "O", "C", "O", "H", "O", "C", "H", "C", "H", "N", "H", "H", "H", "C", "C", "O", "H", "H", "H", "C", "C", "H", "O", "H", "H", "C", "C", "H", "C", "C", "H", "N"],
  "xyz": [[-4.330, 2.736, 0.677], [-0.595, -0.548, 1.164], [-2.839, -0.886, 1.042], [1.068, -0.787, -0.166], [3.061, 0.069, -0.793], [0.725, 2.165, 1.093], [3.531, -1.479, -2.137], [-3.796, 3.974, 2.336], [-2.641, -1.888, 1.439], [-0.192, -3.147, -1.008], [-0.699, -4.302, -1.515], [-1.917, -4.858, -1.071], [-0.157, -1.163, 0.399], [0.741, 3.127, 1.818], [5.567, 2.675, -0.385], [4.386, 1.905, -0.218], [-5.381, 2.978, 0.730], [-0.326, 1.695, 0.395], [-3.441, 3.294, 1.577], [5.450, 3.550, 0.249], [-2.089, 2.993, 1.522], [-1.891, -5.094, -0.006], [1.834, 1.399, 0.872], [6.443, 2.097, -0.084], [5.684, 2.970, -1.430], [-1.401, 3.435, 2.224], [1.037, -2.802, -1.543], [4.290, 0.807, -1.002], [5.149, 0.479, -1.792], [-3.587, -2.382, 1.658], [-2.057, -1.806, 2.361], [-2.136, 0.880, -1.112], [1.960, 0.304, 0.023], [-2.522, 1.556, -0.365], [-2.763, -4.198, -1.275], [-2.005, -2.709, 0.492], [1.478, -3.455, -2.279], [-2.028, -5.778, -1.645], [-0.791, -2.312, -0.016], [1.666, -1.637, -1.128], [-4.553, 1.424, -1.004], [-3.866, 1.865, -0.296], [-1.632, 2.122, 0.545], [2.707, 1.838, 1.139], [2.860, -1.106, -1.486]],
  "forces_ev_per_a": [[-0.12, 0.04, 0.02], [-0.13, 0.02, 0.06], [0.03, -0.04, 0.03], [0.18, -0.41, -0.33], [-0.54, 0.18, 0.38], [0.31, 0.18, 0.23], [-0.04, 0.03, 0.06], [-0.02, 0.06, 0.07], [-0.12, 0.13, 0.15], [0.47, 0.07, -0.23], [0.23, 0.25, -0.01], [-0.42, -0.31, 0.07], [-0.15, -0.21, -0.04], [-0.16, 0.11, -0.02], [0.42, 0.13, -0.17], [-0.40, -0.31, 0.04], [-0.09, 0.02, 0.00], [0.01, -0.09, -0.20], [-0.09, -0.08, -0.09], [0.00, -0.05, -0.02], [0.32, 0.05, 0.16], [-0.02, 0.01, -0.10], [0.22, 0.00, 0.15], [-0.06, 0.08, -0.02], [0.00, 0.00, 0.11], [0.01, -0.01, -0.02], [-0.38, -0.20, 0.09], [0.32, 0.08, -0.19], [-0.15, 0.07, 0.16], [0.04, 0.08, 0.04], [0.00, 0.02, -0.03], [0.04, -0.08, -0.08], [0.54, -0.16, -0.61], [0.35, 0.04, 0.06], [0.07, -0.08, 0.02], [0.33, -0.18, -0.33], [0.03, -0.12, -0.11], [-0.01, 0.06, 0.05], [-0.18, 0.16, 0.27], [-0.43, 0.34, 0.48], [-0.04, -0.04, -0.07], [0.00, 0.01, 0.02], [-0.42, 0.09, 0.03], [-0.29, 0.04, 0.04], [0.36, 0.03, -0.13]],
  "total_energy_ev": -35260.4668,
  "relative_energy_kj_mol": 250.6,
  "fmax_ev_per_a": 0.83,
  "e_homo_ev": -7.7
}